# 1
{
  "formula": "C9H48NO16",
  "method": "wB97M-V/def2-TZVPD",
  "elements": ["C", "C", "C", "C", "C", "C", "N", "O", "C", "C", "C", "H", "H", "H", "H", "H", "H", "H", "H", "H", "H", "H", "H", "H", "H", "H", "H", "H", "H", "O", "H", "H", "O", "H", "H", "O", "H", "H", "O", "H", "H", "O", "H", "H", "O", "H", "H", "O", "H", "H", "O", "H", "H", "O", "H", "H", "O", "H", "H", "O", "H", "H", "O", "H", "H", "O", "H", "H", "O", "H", "H", "O", "H", "H"],
  "xyz": [[-0.140248, 0.126268, -2.374165], [0.106404, 0.475921, -0.911929], [-0.857356, 1.654468, -0.613093], [-1.225508, 1.829732, 0.874279], [-1.675532, 0.468351, 1.404939], [-0.526921, -0.560822, 1.328147], [-0.140372, -0.663684, -0.053059], [0.524046, -1.867781, -0.390045], [-1.200217, -1.872719, 1.775266], [0.605954, -0.182366, 2.304053], [1.546491, 0.961245, -0.710512], [0.509307, -0.657360, -2.773576], [-0.130793, 0.966454, -3.063929], [-1.130646, -0.344574, -2.422694], [-1.715331, 1.774064, -1.281033], [-0.281401, 2.556935, -0.871006], [-1.992244, 2.602046, 0.827899], [-0.298543, 2.103896, 1.381143], [-2.515782, 0.160288, 0.777664], [-1.976915, 0.553306, 2.447529], [-0.383315, -2.566057, 1.992713], [-1.799647, -2.281951, 0.962947], [-1.840589, -1.813415, 2.657903], [0.240901, 0.128671, 3.278498], [1.126291, 0.686601, 1.897835], [1.312939, -1.010709, 2.284735], [2.226350, 0.132228, -0.525016], [1.610222, 1.754359, 0.042690], [1.953562, 1.498546, -1.576819], [4.210536, 2.613287, -2.481091], [4.139606, 2.235475, -3.370162], [4.873232, 3.307109, -2.562843], [-1.264553, -5.712986, 0.517873], [-1.719927, -6.211189, 1.205409], [-0.751256, -5.048405, 0.993674], [3.402177, -3.160178, 2.734280], [2.917953, -2.340477, 2.897778], [2.728040, -3.846392, 2.758567], [-2.277450, -2.576087, -1.819202], [-2.967331, -2.626883, -1.152214], [-1.532911, -2.126020, -1.374944], [-4.452164, 0.104570, -2.415906], [-4.965821, 0.513071, -1.708893], [-3.624696, 0.603101, -2.428042], [3.844510, 0.156238, 2.052795], [4.314667, -0.656911, 1.833059], [2.961963, 0.040793, 1.671737], [-3.101395, -1.466983, -4.689976], [-3.272162, -0.634117, -4.239628], [-2.674788, -2.016110, -4.014907], [3.106480, -0.001107, -3.358157], [3.949374, -0.469261, -3.323326], [3.142156, 0.619613, -2.620808], [-0.822635, -3.513260, 4.457581], [-0.799557, -3.621921, 3.499863], [-0.257843, -4.213459, 4.803304], [1.066035, 1.382881, -5.171144], [0.267181, 0.887214, -5.381441], [1.437806, 0.936154, -4.397670], [-4.484817, 1.942698, 1.054952], [-4.497104, 2.035949, 2.013467], [-3.870748, 1.214571, 0.891842], [1.478377, 3.157169, 3.584258], [0.683007, 3.700149, 3.577573], [1.994835, 3.472524, 2.833000], [3.664181, -2.190453, -1.067628], [2.906040, -1.589373, -0.965994], [4.182617, -2.077694, -0.264681], [-1.297769, 1.389020, 4.761029], [-1.166942, 2.312247, 4.525495], [-1.453142, 0.945707, 3.920687], [-0.958245, 5.528039, -2.248912], [-0.154044, 5.806496, -1.798653], [-0.834584, 4.583254, -2.403362]],
  "forces_ev_per_angstrom": [[-0.50, -1.43, -0.26], [0.12, 0.32, 0.21], [1.11, 0.86, 0.41], [0.29, -0.79, -1.35], [0.66, 1.20, -0.06], [-1.33, 0.45, -0.11], [-1.63, -1.08, -0.63], [0.50, 0.90, 0.16], [0.70, -0.52, -0.24], [-0.14, 0.34, -0.94], [0.51, 1.04, -0.60], [0.31, 0.18, 0.31], [0.06, 0.37, 0.31], [-0.06, 0.25, -0.07], [-0.27, -0.83, 0.15], [0.01, 0.00, -0.09], [0.06, 0.13, 0.90], [-0.31, 0.50, 0.30], [0.05, -0.63, 0.15], [-0.49, -0.13, -0.06], [-0.13, -0.25, -0.22], [0.13, -0.01, -0.09], [0.15, 0.48, 0.12], [0.32, -0.53, 0.32], [0.00, 0.03, 0.12], [-0.07, -0.10, 0.47], [-0.14, 0.00, 0.32], [0.09, -0.45, 0.44], [-0.29, -0.06, -0.16], [0.11, 0.03, -0.29], [-0.05, 0.07, 0.12], [-0.05, -0.05, 0.06], [-0.02, -0.11, 0.29], [0.03, 0.06, -0.06], [-0.02, 0.09, -0.30], [0.01, 0.14, 0.17], [0.03, -0.09, 0.00], [0.02, 0.06, -0.17], [0.08, 0.24, -0.05], [-0.01, 0.03, -0.08], [0.30, -0.31, 0.08], [0.05, 0.26, 0.11], [0.03, 0.01, -0.08], [-0.05, -0.11, 0.16], [-0.01, -0.18, -0.07], [-0.05, 0.09, 0.01], [0.19, 0.04, 0.03], [0.28, -0.03, -0.15], [-0.17, -0.22, 0.04], [-0.14, 0.10, 0.15], [0.22, 0.32, -0.26], [-0.21, -0.16, 0.11], [0.01, -0.26, 0.19], [0.09, -0.29, 0.12], [-0.02, 0.16, 0.05], [-0.07, 0.08, 0.00], [-0.04, 0.13, -0.05], [0.09, -0.02, 0.06], [0.12, -0.16, -0.24], [-0.15, -0.05, -0.06], [0.01, -0.03, -0.07], [-0.11, 0.16, 0.12], [-0.05, 0.13, -0.07], [0.10, 0.01, -0.06], [-0.02, -0.10, 0.06], [0.36, 0.39, -0.12], [-0.39, -0.64, 0.05], [-0.14, -0.10, 0.01], [-0.19, 0.14, 0.23], [0.06, -0.07, -0.01], [0.08, 0.04, 0.13], [0.06, -0.08, 0.04], [-0.04, -0.05, -0.04], [-0.01, 0.10, 0.00]],
  "total_charge": -1,
  "e_above_lowest_kcal_mol": 50.0,
  "e_homo_ev": -2.891,
  "gap_ev": 4.9,
  "total_energy_ev": -44361.02911
}

# 2
{
  "formula": "C17H19GaN6O5",
  "method": "wB97M-V/def2-TZVPD",
  "elements": ["Ga", "C", "C", "N", "C", "C", "N", "C", "O", "O", "C", "O", "O", "H", "H", "H", "H", "H", "C", "C", "O", "N", "C", "C", "C", "C", "C", "C", "N", "H", "H", "H", "H", "H", "H", "H", "H", "H", "H", "N", "C", "C", "C", "N", "H", "H", "H", "H"],
  "xyz": [[0.003290, 0.269286, -0.471145], [2.429593, -1.837240, 1.648305], [1.671939, -2.247300, 0.439570], [0.830675, -1.511602, -0.294830], [0.383291, -2.313649, -1.334860], [0.944288, -3.539783, -1.219741], [1.739759, -3.467237, -0.103870], [0.904747, -4.832672, -1.980488], [0.159232, -4.875114, -3.058553], [1.553744, -5.742658, -1.546849], [-0.516948, -1.714572, -2.347679], [-0.926921, -2.348482, -3.291458], [-0.776595, -0.451442, -2.097030], [2.411942, -0.757508, 1.754440], [3.467581, -2.158431, 1.565651], [2.008621, -2.300673, 2.542260], [2.294589, -4.259633, 0.205257], [-0.292062, -4.020302, -3.249782], [1.565807, 2.456947, 2.949224], [0.675447, 1.452248, 2.304009], [0.899066, 1.098473, 1.113699], [-0.321704, 0.932291, 3.000280], [-1.223142, -0.087347, 2.469409], [-2.231824, 0.481492, 1.500923], [-3.521610, 0.767750, 1.894759], [-4.415682, 1.306333, 0.977376], [-3.991037, 1.537678, -0.320270], [-2.693073, 1.216051, -0.659075], [-1.824891, 0.704198, 0.232332], [2.596775, 2.109014, 2.877200], [1.316047, 2.634925, 3.991835], [1.494666, 3.395598, 2.398382], [-0.463052, 1.258009, 3.944794], [-1.737735, -0.539313, 3.313354], [-0.630058, -0.873999, 1.996150], [-3.828830, 0.565531, 2.911697], [-5.431001, 1.532951, 1.273986], [-4.653896, 1.945889, -1.069081], [-2.331483, 1.341361, -1.671306], [0.638221, 1.676076, -2.912735], [1.315554, 2.668499, -3.489088], [2.006097, 3.338953, -2.494074], [1.677864, 2.680641, -1.319376], [0.838847, 1.666856, -1.576050], [0.045147, 0.962355, -3.317905], [1.274232, 2.827053, -4.554241], [2.659513, 4.184702, -2.612132], [2.004971, 2.867800, -0.313273]],
  "forces_ev_per_angstrom": [[0.10, 0.20, -0.07], [-0.01, 0.00, 0.00], [-0.03, -0.02, -0.04], [0.03, -0.05, 0.04], [-0.07, 0.06, -0.01], [0.06, 0.00, 0.02], [0.00, 0.01, -0.03], [-0.05, 0.01, 0.01], [0.01, -0.01, 0.00], [0.03, -0.03, 0.00], [-0.05, -0.05, 0.00], [0.02, 0.06, 0.02], [0.02, -0.15, 0.04], [0.01, 0.01, 0.00], [0.00, -0.01, 0.01], [0.00, 0.01, 0.00], [0.00, 0.00, 0.00], [-0.01, 0.00, -0.02], [0.03, 0.01, 0.00], [-0.03, -0.06, -0.02], [-0.02, -0.03, 0.03], [0.01, 0.03, -0.02], [-0.02, 0.01, -0.02], [0.07, -0.02, 0.00], [-0.01, 0.02, 0.00], [0.02, 0.00, -0.03], [0.00, -0.01, 0.04], [-0.02, 0.00, -0.02], [-0.05, -0.01, -0.02], [0.00, 0.01, 0.00], [0.00, 0.00, 0.01], [0.00, 0.00, 0.00], [0.00, 0.00, 0.00], [-0.01, -0.01, -0.01], [-0.02, 0.01, 0.01], [0.00, -0.01, 0.00], [0.00, 0.00, 0.00], [0.00, 0.00, 0.00], [-0.01, 0.00, 0.06], [0.00, 0.10, -0.01], [0.06, -0.05, 0.00], [-0.02, 0.03, 0.01], [0.01, 0.01, -0.04], [0.00, -0.07, 0.01], [-0.02, 0.00, -0.02], [-0.01, 0.00, 0.00], [-0.01, 0.01, 0.00], [0.00, 0.01, 0.04]],
  "total_charge": 2,
  "e_above_lowest_kcal_mol": 0.0,
  "e_homo_ev": -15.797,
  "gap_ev": 9.5,
  "total_energy_ev": -89482.52643
}

# 3
{
  "formula": "C30H50BaCl6F8NO18PS2",
  "method": "wB97M-V/def2-TZVPD",
  "elements": ["Ba", "P", "F", "F", "F", "F", "F", "F", "N", "S", "O", "O", "F", "S", "O", "O", "F", "Cl", "C", "C", "Cl", "H", "H", "H", "H", "Cl", "C", "C", "Cl", "H", "H", "H", "H", "Cl", "C", "C", "Cl", "H", "H", "H", "H", "C", "O", "C", "C", "O", "C", "H", "H", "H", "H", "H", "H", "H", "H", "H", "H", "C", "O", "C", "C", "O", "C", "H", "H", "H", "H", "H", "H", "H", "H", "H", "H", "C", "O", "C", "C", "O", "C", "H", "H", "H", "H", "H", "H", "H", "H", "H", "H", "C", "C", "C", "O", "C", "C", "C", "O", "O", "O", "H", "H", "H", "H", "C", "C", "C", "O", "C", "C", "C", "O", "O", "O", "H", "H", "H", "H"],
  "xyz": [[1.620823, -2.075864, -2.990001], [1.749268, 0.925713, -4.934619], [0.266620, 0.458369, -4.459700], [1.957353, -0.579024, -5.490817], [1.245434, 1.390165, -6.385308], [3.248825, 1.238096, -5.411146], [1.557612, 2.397128, -4.301459], [2.292943, 0.425625, -3.474651], [0.511229, -1.496539, -0.758770], [0.038129, -2.283742, 0.468972], [-1.241288, -1.878172, 0.968020], [0.948103, -2.868277, 1.398278], [-0.403914, -3.554529, -0.432903], [1.115187, -0.197999, 0.228882], [2.399631, -0.389735, 0.811514], [0.133821, 0.664763, 0.795506], [1.544253, 0.658262, -1.060237], [2.888437, 0.297033, 6.435502], [3.013918, -1.281000, 5.648271], [3.011924, -1.149273, 4.119923], [1.484328, -0.370042, 3.614344], [2.246044, -1.945423, 6.032565], [3.981471, -1.669041, 5.967831], [2.976750, -2.123571, 3.635979], [3.849182, -0.572351, 3.738563], [-1.503675, -6.032016, 4.134743], [-1.699892, -4.647429, 3.032270], [-2.904811, -3.817620, 3.428339], [-4.410259, -4.676124, 3.601114], [-1.773005, -5.062598, 2.027697], [-0.763935, -4.093399, 3.048279], [-3.059789, -2.973604, 2.751690], [-2.715345, -3.269117, 4.353916], [7.794581, 2.881137, 0.982688], [6.089151, 2.385004, 0.973757], [5.860372, 0.957679, 1.432719], [6.914730, -0.227384, 0.582572], [5.734677, 2.362905, -0.060150], [5.518104, 3.133430, 1.514834], [4.827910, 0.685145, 1.223459], [6.080666, 0.871309, 2.496310], [-2.188693, 0.338776, 3.325123], [-3.571075, 0.617617, 3.347769], [-3.810554, 1.983291, 2.943514], [-5.198520, 1.969728, 2.304471], [-6.105214, 1.403608, 3.254868], [-7.358308, 1.174276, 2.613570], [-1.870161, 0.295556, 2.277454], [-1.971646, -0.649594, 3.728963], [-1.557368, 1.097160, 3.803164], [-3.079901, 2.310004, 2.200730], [-3.744596, 2.461452, 3.923685], [-5.161079, 1.262627, 1.471115], [-5.580879, 2.950105, 2.009089], [-8.046257, 0.788668, 3.356183], [-7.278263, 0.573604, 1.702422], [-7.683903, 2.151370, 2.231491], [4.412429, -2.808266, -0.337692], [3.208749, -3.211250, -1.004956], [3.234141, -4.668963, -1.176703], [1.905315, -5.305069, -1.488863], [1.237794, -4.655364, -2.569045], [0.215666, -5.507676, -3.068477], [4.868525, -3.487431, 0.379325], [4.382982, -1.851034, 0.185987], [5.079422, -2.556655, -1.169551], [3.537561, -5.149471, -0.245834], [3.939731, -4.922897, -1.971527], [1.291242, -5.450565, -0.594917], [2.066974, -6.342427, -1.803286], [-0.573568, -5.626106, -2.320571], [0.524811, -6.523476, -3.326866], [-0.261526, -5.107756, -3.962256], [3.445861, 4.166571, -1.909882], [3.189953, 4.390003, -0.539793], [2.354245, 3.475526, 0.130334], [2.218856, 3.736985, 1.610044], [3.408704, 3.731698, 2.333142], [3.244914, 3.952958, 3.722816], [4.070112, 3.268801, -2.058585], [4.014920, 5.034560, -2.219641], [2.562965, 3.843982, -2.471690], [2.757809, 2.463820, -0.027798], [1.405778, 3.443226, -0.417276], [1.513977, 2.933426, 1.880281], [1.671585, 4.675225, 1.767322], [2.849036, 4.936036, 3.984722], [4.231263, 3.746046, 4.137638], [2.588693, 3.137567, 4.062078], [-3.516000, 4.113039, -1.366623], [-2.556866, 3.185621, -1.359162], [-1.216773, 3.363421, -1.989276], [-0.345540, 2.527303, -2.001161], [-1.035524, 4.662267, -2.640979], [-1.989137, 5.566388, -2.728425], [-3.311412, 5.416677, -2.064330], [-4.241892, 6.185992, -2.145996], [-1.786236, 6.785156, -3.268983], [-2.763451, 1.951686, -0.839207], [-4.469039, 3.949490, -0.885162], [-0.116399, 4.856435, -3.182518], [-2.614461, 7.265970, -3.402687], [-1.905240, 1.495016, -0.776079], [-3.177346, -3.061094, -4.393263], [-4.440612, -3.174583, -3.983073], [-5.015725, -2.427943, -2.836081], [-6.126500, -2.690847, -2.437815], [-4.124407, -1.455744, -2.196693], [-2.859229, -1.353419, -2.617878], [-2.210609, -2.218732, -3.689030], [-1.004713, -2.247846, -3.887986], [-2.091706, -0.366001, -2.125039], [-5.277555, -4.026366, -4.589857], [-2.871724, -3.605911, -5.277785], [-4.396793, -0.922909, -1.296053], [-1.283849, -0.664538, -1.685669], [-6.069331, -4.096692, -4.024060]],
  "forces_ev_per_angstrom": [[0.10, 0.72, -1.37], [-0.02, 2.14, -1.40], [-0.04, 0.18, 0.02], [0.09, -1.58, 0.11], [-0.60, -0.09, 0.57], [0.21, 0.15, 0.69], [-0.04, -0.64, -0.44], [0.65, -0.51, 0.58], [1.75, 3.66, 2.30], [-4.69, -5.99, 1.64], [0.59, 0.54, 0.12], [0.64, 0.72, -0.40], [0.18, -0.34, -0.16], [2.19, 4.47, -3.54], [-0.62, -1.02, 0.20], [-0.15, -1.22, 0.36], [-0.35, -0.78, 0.07], [-0.12, 0.26, 0.19], [0.89, -0.18, -0.55], [-0.81, -0.21, 0.50], [-0.13, 0.20, 0.21], [-0.22, 0.16, -0.18], [-0.03, -0.15, -0.10], [0.24, -0.09, 0.15], [-0.03, 0.12, 0.10], [0.21, -0.18, 0.15], [-0.19, -0.25, -0.33], [0.90, 1.63, 0.18], [-0.51, -0.47, -0.11], [-0.31, 0.00, 0.03], [-0.20, 0.33, 0.24], [0.06, -0.42, -0.50], [0.07, -0.54, 0.28], [0.03, 0.00, 0.12], [-0.27, -0.54, -1.18], [0.31, 0.39, 0.79], [-0.28, 0.12, 0.03], [0.27, 0.60, -0.06], [-0.15, -0.28, 0.20], [-0.02, -0.01, 0.10], [-0.06, -0.25, -0.05], [0.28, -0.12, -1.05], [0.47, 0.02, -0.35], [-0.77, -1.41, 0.62], [0.02, -0.76, 1.33], [-0.24, -0.09, -0.61], [0.70, 1.25, -0.01], [0.18, 0.03, 0.02], [-0.27, 0.09, 0.33], [-0.23, -0.01, 0.34], [0.14, 0.18, 0.16], [-0.17, 1.10, -0.52], [0.15, 0.31, -0.40], [0.28, 0.15, -0.23], [-0.09, -0.17, -0.13], [0.12, -0.57, 0.30], [-0.54, -0.01, 0.20], [1.15, 1.55, -1.05], [-0.58, -1.71, 0.81], [-0.05, 0.45, -0.01], [-0.12, -0.45, 0.07], [0.03, -0.67, -0.09], [-1.30, -0.28, -0.07], [-0.37, -0.58, -0.32], [-1.11, -0.08, -0.01], [0.67, -0.50, 0.35], [0.32, 0.17, 0.01], [0.21, 0.15, 0.06], [-0.37, 0.81, -0.11], [0.55, 0.06, -0.06], [0.04, 0.15, 0.12], [0.66, 0.15, 0.10], [0.30, 0.45, 0.05], [0.17, -1.46, 0.64], [0.17, 0.75, 0.67], [1.15, -0.51, -1.28], [-1.47, 0.32, -0.61], [0.49, 0.14, -0.59], [-0.06, -1.51, -0.43], [0.38, 0.13, 0.27], [-0.38, 0.08, -0.57], [-0.30, 0.95, -0.15], [0.20, -0.06, 0.24], [-0.43, 0.10, 0.60], [0.19, -0.05, 0.66], [0.12, 0.15, 0.02], [0.08, 0.02, -0.11], [-0.07, 0.45, 0.26], [-0.15, 0.42, 0.48], [0.41, 0.74, -0.15], [-0.25, -1.72, 0.57], [0.07, 1.63, -0.86], [-0.37, -0.67, 0.62], [1.05, -0.48, -0.69], [-0.90, 2.29, 0.36], [-1.08, -2.55, 0.71], [0.62, 0.90, -0.40], [0.50, -0.36, -0.48], [0.09, 0.77, 0.32], [-0.05, -0.04, -0.07], [0.14, -0.19, 0.24], [-0.24, -0.24, 0.32], [-0.16, 0.09, -0.24], [0.99, 0.23, -0.56], [-0.60, -0.91, -0.77], [0.48, 0.58, 1.20], [-0.28, -0.19, -0.30], [0.30, -0.53, -0.22], [0.90, 0.59, 0.11], [-1.57, -0.47, 0.04], [0.01, 0.09, 0.39], [0.05, 0.04, 0.35], [0.16, 0.26, 0.41], [0.20, -0.12, 0.15], [-0.36, 0.16, -0.22], [0.25, -0.27, -0.24], [-0.08, 0.18, -0.12]],
  "e_homo_ev": -9.238,
  "gap_ev": 6.8,
  "total_energy_ev": -198795.80523
}